1.
C34H62AgN3O13 as an isolated structure at a distorted geometry. Source: the Open Molecules 2025 dataset; level of theory: the ωB97M-V functional and the def2-TZVPD basis.

Calculated values
Highest occupied orbital energy (spin up / spin down) = -0.2085 / -0.2832 Ha
Multiplicity = 3
Energy = -2621.62131 Ha
Frontier orbital gap (spin up / spin down) = 5.775 / 4.073 eV

Structure (XYZ):
```
113
Properties=species:S:1:pos:R:3:forces:R:3
Ag 1.969834 -4.495822 -0.844956 -0.977 -0.094 0.028
N 0.243654 -1.643682 -0.602486 0.506 0.895 -1.614
O 1.179734 -2.453482 -0.333376 0.954 -1.303 1.187
O 0.517964 -0.806972 -1.461136 -0.461 0.421 -0.125
O -0.821096 -1.653982 -0.012796 -0.390 -0.541 0.531
C -5.598146 0.365548 -0.810726 1.278 0.019 0.322
C -4.118586 0.613998 -0.417016 0.261 1.107 0.490
C -3.920636 2.160558 -0.237036 -0.049 -0.415 0.759
C -4.525296 2.705818 1.065214 -0.043 -0.459 -0.917
C -3.959126 2.002868 2.272084 0.369 -0.686 -1.161
C -4.142416 0.408508 2.181814 0.409 1.763 1.243
N -3.681796 -0.081012 0.856724 -0.250 4.303 -0.692
O -3.570136 -1.419402 0.719214 -0.481 -1.952 -0.100
C -3.201396 -0.211612 3.237614 -1.012 -0.328 -0.764
C -5.603176 0.079398 2.641644 0.595 0.267 -0.421
C -3.132306 0.305538 -1.590246 -0.842 -1.139 1.246
H -5.720946 -0.709872 -0.939126 -0.363 0.075 -0.317
H -5.732416 0.966288 -1.710276 -0.470 -0.436 -0.229
H -6.274966 0.728678 -0.037316 0.029 -0.090 -0.159
H -2.849586 2.362208 -0.254286 0.136 -0.103 0.380
H -4.268336 2.677558 -1.131416 -0.450 -0.064 -0.028
H -5.596046 2.507268 1.111764 -0.271 0.255 -0.378
H -4.387726 3.782278 1.167224 0.015 0.097 -0.145
H -4.457676 2.558948 3.066014 0.071 -1.016 0.839
H -2.892416 2.219758 2.328464 0.190 -0.090 0.111
H -2.133396 -0.003992 3.171614 -0.209 0.460 -0.275
H -3.592166 0.089608 4.209554 0.222 -0.443 0.145
H -3.342206 -1.263672 2.989734 0.254 -0.335 1.003
H -5.883336 0.566708 3.575524 0.569 0.070 0.258
H -6.322096 0.513678 1.946914 -0.116 -0.708 -0.228
H -5.671616 -0.992472 2.827394 -0.486 -0.051 -0.465
H -3.138666 -0.766422 -1.787626 -0.058 -0.115 -0.264
H -2.118736 0.519768 -1.251306 0.013 0.299 -0.297
H -3.455386 0.831708 -2.488496 0.258 0.127 0.076
H -2.633856 -1.521752 0.533454 0.334 -0.398 -0.080
C 3.026204 3.172638 -2.553816 0.004 0.362 -2.221
C 1.638374 3.180838 -1.921656 0.395 -0.146 -0.502
C 1.832214 2.349698 -0.666866 1.005 -1.276 0.512
C 0.837224 2.572318 0.402864 -0.372 0.604 0.171
C 0.772114 4.111428 0.681384 0.064 -2.556 -0.100
C 0.324994 4.896578 -0.526186 -0.374 1.251 -0.418
N 1.256894 4.622198 -1.649876 1.374 -2.334 2.036
O 0.961584 5.241628 -2.824496 -0.413 0.882 -0.657
C -1.133706 4.578758 -0.857756 -0.262 0.146 0.014
C 0.447344 6.413238 -0.212816 0.589 -0.090 0.138
C 0.640894 2.385928 -2.862946 -0.283 0.556 0.762
H 3.112454 3.847208 -3.405646 -0.381 0.549 0.029
H 3.109884 2.238918 -3.109936 0.417 -0.475 0.526
H 3.913444 3.403328 -1.964156 -0.397 -0.272 0.547
H 1.955014 1.289968 -0.890486 -1.081 -0.374 -0.820
H 2.836534 2.349348 -0.243266 0.396 1.565 0.175
H 1.123464 2.057368 1.319924 0.047 -0.008 0.076
H -0.108816 2.125238 0.097524 -0.357 0.256 0.134
H 1.805854 4.357358 0.924304 -0.142 0.475 0.421
H 0.084414 4.109318 1.527054 0.069 1.184 0.065
H -1.782036 4.914758 -0.048526 0.034 -0.156 0.229
H -1.499926 5.149838 -1.710896 0.143 -0.037 -0.287
H -1.310566 3.516838 -1.028486 0.019 0.144 -0.030
H 0.069134 7.039158 -1.021086 -0.253 -0.064 0.140
H 0.034544 6.685408 0.758584 -0.725 -0.170 -0.164
H 1.485954 6.710638 -0.068046 0.305 -0.342 -0.355
H 0.283474 2.932138 -3.735876 0.380 0.122 -0.140
H -0.264626 2.115508 -2.319806 -0.018 0.015 0.219
H 1.045044 1.425548 -3.183006 0.287 0.178 -0.011
H 0.097914 4.906568 -3.076296 -0.513 -0.017 -0.496
O 3.451584 -3.100652 -2.007216 3.911 4.832 -1.500
C 4.149814 -2.049612 -2.268876 -2.519 -3.771 0.693
O 5.298324 -1.720492 -1.638536 -0.817 -1.575 -0.305
C 5.727964 -0.419212 -2.029356 0.878 0.313 -0.256
C 5.053964 -0.053302 -3.357726 -1.786 -0.220 1.807
C 3.777314 -0.978322 -3.260066 1.328 0.474 -0.499
H 6.808764 -0.387482 -2.167056 0.055 -0.378 0.402
H 5.462464 0.160508 -1.145306 -0.048 0.772 -0.467
H 5.642604 -0.215582 -4.260646 0.019 -0.034 0.311
H 4.747214 0.983398 -3.218936 0.163 0.037 -0.715
H 3.574074 -1.369522 -4.256936 -0.585 -0.214 0.384
H 2.927574 -0.478242 -2.795346 -0.261 0.108 -0.350
O -0.433886 -4.654122 -1.437446 -0.947 0.190 -1.138
C -1.600206 -4.710402 -1.787116 1.457 -0.507 1.207
O -2.007276 -4.860192 -3.062986 0.088 0.698 0.043
C -3.443076 -4.801022 -3.127466 -0.989 -0.476 0.899
C -3.901326 -4.317582 -1.762316 0.480 -0.191 1.591
C -2.729076 -4.793302 -0.797606 -0.874 0.432 -1.687
H -3.842026 -5.799622 -3.305656 0.293 -0.114 -0.269
H -3.877926 -4.112392 -3.851896 0.877 -0.111 -0.496
H -4.879336 -4.700852 -1.471266 0.065 -0.011 -0.114
H -3.966766 -3.230562 -1.809346 0.115 0.052 0.458
H -2.765136 -5.856612 -0.560596 -0.429 -0.205 -0.075
H -2.497056 -4.298542 0.145524 -0.258 0.435 -0.401
O 0.092724 -1.737932 6.458594 0.490 -1.289 -4.403
C 0.244374 -2.016202 5.239124 -1.074 1.639 3.382
O -0.820076 -2.132152 4.382674 -0.377 0.593 2.172
C -0.459726 -2.256132 3.030674 -0.958 -0.676 -0.345
C 0.939464 -2.705932 3.092564 2.764 0.195 -0.299
C 1.522584 -2.153482 4.451494 -0.707 -0.475 -1.284
H -0.679986 -1.371382 2.433354 0.356 0.359 0.448
H -1.092416 -3.022992 2.583764 -0.112 -0.065 0.085
H 1.476484 -2.257832 2.256554 0.244 -0.435 -0.093
H 1.013264 -3.790992 3.019864 0.084 0.052 0.089
H 1.982444 -1.185522 4.252294 -0.274 0.276 0.280
H 2.291654 -2.738172 4.956254 -0.333 -0.260 -0.056
O 3.531064 -3.763922 0.639094 1.324 0.366 1.003
C 4.617704 -3.388202 1.034834 -1.342 0.424 -0.131
O 5.774024 -3.902482 0.659844 -1.120 -1.520 -0.969
C 6.827844 -3.266212 1.255304 3.615 1.605 -1.032
C 6.353224 -2.122572 2.080904 -0.034 0.525 2.042
C 4.883164 -2.244582 1.985644 -2.247 0.148 0.461
H 7.429984 -2.696212 0.547744 0.005 -0.765 -1.144
H 7.578854 -3.944312 1.660584 -0.675 -0.334 0.564
H 6.640204 -1.131662 1.728994 0.451 -0.293 -0.075
H 6.713374 -2.260042 3.100464 -0.121 0.377 0.100
H 4.345984 -1.361112 1.640644 0.190 0.052 -0.426
H 4.354444 -2.428512 2.920914 0.144 -0.401 0.156
```
Forces are in eV/Å.

Here are the Löwdin charges for atoms 1 to 8, given in e: Ag 0.954; N -0.533; O -0.158; O 0.027; O 0.016; C -0.017; C -0.448; C -0.143

=====

2.
C3HO2Pb as an isolated structure at a distorted geometry. Source: the Open Molecules 2025 dataset; level of theory: the ωB97M-V functional and the def2-TZVPD basis.

Calculated values
Highest occupied orbital energy (spin up / spin down) = -0.6279 / -0.6072 Ha
Multiplicity = 2
Energy = -457.28514 Ha
Net charge = +2
Frontier orbital gap (spin up / spin down) = 4.979 / 4.411 eV

Structure (XYZ):
```
7
Properties=species:S:1:pos:R:3:forces:R:3
C 1.115674 -1.289733 2.296988 3.417 -1.735 3.507
H 1.841048 -1.526417 3.057675 -0.069 0.195 -0.198
C 0.252005 -0.957653 1.517202 -3.057 1.532 -3.201
O -1.449928 -0.228991 -0.284527 -0.691 2.234 -3.223
C -1.220678 0.472188 -1.183197 -0.639 -4.566 5.977
Pb 0.062415 2.397570 -3.473927 0.652 1.123 -1.353
O -0.600536 1.133037 -1.930213 0.387 1.217 -1.509
```
Forces are in eV/Å.

What are the Löwdin partial charges on each atom? They are as follows, in elementary charge units: C 0.090; H 0.063; C 0.054; O 0.293; C -0.277; Pb 1.951; O -0.175

=====

Which value of energy does entry 2 give?
-457.28514 Ha

=====

Which value of energy does entry 2 give?
-457.28514 Ha

=====

Copy entry 2 word for word.
C3HO2Pb as an isolated structure at a distorted geometry. Source: the Open Molecules 2025 dataset; level of theory: the ωB97M-V functional and the def2-TZVPD basis.

Calculated values
Highest occupied orbital energy (spin up / spin down) = -0.6279 / -0.6072 Ha
Multiplicity = 2
Energy = -457.28514 Ha
Net charge = +2
Frontier orbital gap (spin up / spin down) = 4.979 / 4.411 eV

Structure (XYZ):
```
7
Properties=species:S:1:pos:R:3:forces:R:3
C 1.115674 -1.289733 2.296988 3.417 -1.735 3.507
H 1.841048 -1.526417 3.057675 -0.069 0.195 -0.198
C 0.252005 -0.957653 1.517202 -3.057 1.532 -3.201
O -1.449928 -0.228991 -0.284527 -0.691 2.234 -3.223
C -1.220678 0.472188 -1.183197 -0.639 -4.566 5.977
Pb 0.062415 2.397570 -3.473927 0.652 1.123 -1.353
O -0.600536 1.133037 -1.930213 0.387 1.217 -1.509
```
Forces are in eV/Å.

What are the Löwdin partial charges on each atom? They are as follows, in elementary charge units: C 0.090; H 0.063; C 0.054; O 0.293; C -0.277; Pb 1.951; O -0.175